Computed, not measured: a molecular structure, C25H27FeN5O3SSi in a non-equilibrium geometry, with ωB97M-V/def2-TZVPD.

Geometry as XYZ:
```
63
Properties=species:S:1:pos:R:3:mulliken_spin:R:1
Fe -0.359 -0.779 0.657 1.05
N 5.049 2.580 -3.101 0.00
C 4.404 1.648 -2.325 0.00
C 3.539 0.713 -2.907 0.00
C 2.840 -0.179 -2.120 0.00
C 3.001 -0.146 -0.741 0.00
C 3.866 0.768 -0.144 0.00
C 4.557 1.660 -0.931 0.00
S 2.185 -1.301 0.265 0.01
O 0.991 -1.784 -0.509 0.00
O 3.058 -2.324 0.740 0.00
N 1.488 -0.415 1.417 -0.03
C 1.171 -1.086 2.598 -0.01
N -0.134 -1.422 2.582 0.00
C -0.648 -2.006 3.665 0.01
C 0.155 -2.269 4.753 0.00
C 1.493 -1.900 4.657 0.00
N 2.012 -1.301 3.589 0.00
H 5.132 2.390 -4.086 0.00
H 5.844 3.048 -2.702 0.00
H 3.419 0.692 -3.984 0.00
H 2.170 -0.900 -2.569 0.00
H 3.980 0.783 0.932 0.00
H 5.221 2.382 -0.473 0.00
H -1.701 -2.259 3.640 0.00
H -0.237 -2.743 5.640 0.00
H 2.177 -2.090 5.476 0.00
C -1.432 -3.893 0.528 0.02
Si -2.753 -2.767 -0.134 0.00
C -4.294 -2.910 0.908 0.00
C -3.040 -3.111 -1.941 0.00
N -2.104 -1.084 -0.003 -0.01
C -2.750 0.021 -0.441 -0.03
C -4.075 0.059 -0.941 0.01
C -4.625 1.239 -1.376 -0.01
C -3.889 2.425 -1.334 0.01
C -2.587 2.441 -0.849 0.00
C -2.044 1.254 -0.411 0.01
O -0.774 1.136 0.106 -0.02
C 0.133 2.218 -0.009 0.00
C 0.719 2.459 -1.235 0.00
C 1.634 3.498 -1.328 0.00
C 1.941 4.258 -0.206 0.00
C 1.340 3.983 1.014 0.00
C 0.420 2.949 1.123 0.00
H -1.732 -4.924 0.323 0.00
H -1.304 -3.805 1.608 0.00
H -0.464 -3.731 0.052 0.00
H -4.494 -3.968 1.098 0.00
H -5.184 -2.489 0.440 0.00
H -4.165 -2.422 1.876 0.00
H -3.408 -4.132 -2.068 0.00
H -2.103 -3.028 -2.495 0.00
H -3.763 -2.437 -2.401 0.00
H -4.655 -0.851 -0.974 0.00
H -5.638 1.251 -1.754 0.00
H -4.335 3.347 -1.680 0.00
H -2.013 3.356 -0.813 0.00
H 0.469 1.845 -2.090 0.00
H 2.114 3.706 -2.275 0.00
H 2.656 5.066 -0.284 0.00
H 1.586 4.573 1.886 0.00
H -0.059 2.708 2.063 0.00
```

Calculated values
Energy, eV: -93051.2445
Total charge: +1
Expectation value of S²: 1.061
Multiplicity: 2

Computed, not measured: 2 unconnected molecules or ions with the total composition C25H27N2O2 in a non-equilibrium geometry, with ωB97M-V/def2-TZVPD.

Geometry as XYZ:
```
56
Properties=species:S:1:pos:R:3:nbo_charge:R:1
C -1.267 -0.532 4.028 -0.41
C 0.227 -0.125 4.127 -0.41
C 0.495 0.830 2.951 -0.21
N -0.820 1.207 2.408 -0.28
N -0.912 1.982 1.293 -0.20
C -1.985 2.589 1.008 -0.19
C -1.836 0.205 2.800 -0.24
H -1.391 -1.618 3.937 0.22
H -1.810 -0.247 4.937 0.22
H 0.431 0.373 5.083 0.22
H 0.893 -0.995 4.094 0.22
H 1.023 1.739 3.247 0.20
H 1.074 0.363 2.151 0.18
H -2.022 3.246 0.162 0.15
H -2.818 2.549 1.681 0.16
H -2.003 -0.467 1.954 0.18
H -2.784 0.704 3.011 0.20
C -8.216 4.166 -4.506 -0.26
O -7.772 4.598 -3.242 -0.44
C -6.398 4.768 -3.139 0.42
C -5.884 5.142 -1.887 -0.27
C -4.542 5.252 -1.670 -0.08
C -3.612 4.981 -2.699 -0.21
C -2.230 4.980 -2.392 0.13
C -1.135 4.529 -3.167 -0.18
C 0.175 4.846 -2.740 -0.07
C 1.262 4.524 -3.500 -0.27
C 1.122 3.861 -4.726 0.42
O 2.252 3.637 -5.554 -0.51
C 2.563 4.621 -6.534 0.26
C 3.610 5.523 -6.328 -0.25
C 3.891 6.492 -7.264 -0.19
C 3.134 6.584 -8.418 -0.20
C 2.098 5.696 -8.639 -0.21
C 1.807 4.730 -7.704 -0.21
C -0.162 3.459 -5.114 -0.22
C -1.253 3.758 -4.348 -0.13
C -4.141 4.728 -3.985 -0.02
C -5.484 4.597 -4.190 -0.33
H -9.308 4.121 -4.500 0.22
H -7.895 4.882 -5.264 0.18
H -7.817 3.171 -4.718 0.19
H -6.588 5.310 -1.094 0.25
H -4.178 5.521 -0.693 0.23
H -1.974 5.373 -1.422 0.22
H 0.309 5.358 -1.803 0.23
H 2.252 4.799 -3.188 0.25
H 4.192 5.440 -5.427 0.23
H 4.712 7.173 -7.106 0.23
H 3.356 7.345 -9.148 0.22
H 1.530 5.749 -9.554 0.22
H 1.008 4.029 -7.868 0.21
H -0.281 2.920 -6.035 0.24
H -2.201 3.325 -4.603 0.22
H -3.482 4.699 -4.832 0.22
H -5.834 4.348 -5.174 0.24
```

Calculated values
Energy, eV: -33428.5139
Total charge: +1
Energy above the lowest of the compared OMol25 structures with the same formula, charge and spin, kJ/mol: 339.4

Computed, not measured: C25H27N3O4S in the gas phase, with ωB97M-V/def2-TZVPD.

Geometry as XYZ:
```
60
Properties=species:S:1:pos:R:3:nbo_charge:R:1
C 0.827 3.064 0.874 -0.26
O 0.510 1.709 1.114 -0.52
C -0.290 1.416 2.169 0.39
C -0.683 2.334 3.140 -0.31
C -1.523 1.946 4.173 -0.18
C -2.007 0.653 4.237 -0.24
C -1.615 -0.249 3.265 -0.31
S -2.363 -1.880 3.303 2.31
O -1.767 -2.738 2.325 -0.94
O -2.409 -2.303 4.669 -0.92
N -3.948 -1.599 2.839 -0.85
C -4.291 -1.739 1.437 -0.25
C -3.421 -0.934 0.509 -0.04
C -2.711 -1.570 -0.501 -0.20
C -1.847 -0.863 -1.314 -0.18
C -1.656 0.502 -1.116 -0.14
C -0.742 1.313 -1.973 0.67
O -1.092 2.402 -2.401 -0.63
N 0.466 0.781 -2.286 -0.44
C 1.113 -0.345 -1.653 -0.24
C 2.488 0.089 -1.114 -0.22
N 3.321 0.689 -2.129 -0.46
C 4.158 -0.091 -2.921 0.26
C 4.163 -1.488 -2.874 -0.31
C 5.058 -2.222 -3.630 -0.17
C 5.969 -1.594 -4.459 -0.26
C 5.983 -0.209 -4.509 -0.18
C 5.099 0.530 -3.751 -0.29
C 2.654 1.838 -2.702 -0.21
C 1.292 1.435 -3.281 -0.25
C -2.424 1.153 -0.158 -0.18
C -3.294 0.443 0.649 -0.17
C -0.757 0.101 2.251 -0.25
H -0.073 3.680 0.811 0.19
H 1.497 3.462 1.642 0.18
H 1.331 3.086 -0.091 0.20
H -0.334 3.353 3.108 0.23
H -1.805 2.669 4.923 0.22
H -2.661 0.325 5.029 0.24
H -4.319 -0.781 3.294 0.40
H -4.178 -2.800 1.203 0.22
H -5.344 -1.464 1.322 0.22
H -2.828 -2.634 -0.642 0.22
H -1.331 -1.373 -2.113 0.22
H 0.510 -0.709 -0.823 0.23
H 1.243 -1.147 -2.391 0.19
H 3.001 -0.759 -0.662 0.22
H 2.325 0.837 -0.332 0.21
H 3.463 -2.023 -2.251 0.21
H 5.033 -3.301 -3.574 0.21
H 6.662 -2.171 -5.052 0.21
H 6.697 0.302 -5.139 0.21
H 5.157 1.608 -3.787 0.21
H 3.257 2.281 -3.492 0.22
H 2.514 2.585 -1.913 0.19
H 0.749 2.311 -3.639 0.25
H 1.455 0.739 -4.114 0.19
H -2.328 2.223 -0.053 0.23
H -3.872 0.965 1.399 0.20
H -0.465 -0.634 1.520 0.25
```

Calculated values
Energy, eV: -49858.5350
Total charge: 0
SMILES string: COc1cccc(S(=O)(=O)NCc2ccc(C(=O)N3CCN(c4ccccc4)CC3)cc2)c1
Energy above the lowest of the compared OMol25 structures with the same formula, charge and spin, kJ/mol: 171.2

Computed, not measured: a molecular structure, C25H27N3O8PRuS2, with ωB97M-V/def2-TZVPD.

Geometry as XYZ:
```
67
Properties=species:S:1:pos:R:3:mulliken_spin:R:1
Ru 0.339 -1.346 -0.360 3.84
O 1.207 -0.987 -2.608 0.07
C 0.755 -2.034 -3.480 0.00
C -0.746 -2.173 -3.416 0.00
N -1.224 -2.361 -2.039 0.09
C -2.483 -1.645 -1.832 0.00
C -2.224 -0.155 -1.807 0.01
O -3.119 0.636 -2.004 0.02
O -0.973 0.150 -1.565 0.08
C -1.336 -3.758 -1.629 0.00
C -1.448 -3.831 -0.119 0.01
O -2.142 -4.669 0.409 0.03
O -0.714 -2.955 0.535 0.15
H 0.669 -0.191 -2.764 0.00
H 1.257 -2.940 -3.149 -0.01
H 1.068 -1.833 -4.505 0.00
H -1.073 -2.994 -4.065 0.00
H -1.195 -1.258 -3.806 0.00
H -2.916 -1.933 -0.871 0.00
H -3.217 -1.871 -2.611 0.00
H -0.424 -4.289 -1.910 -0.01
H -2.197 -4.260 -2.078 0.00
O 3.079 -1.149 2.875 0.01
S 2.100 -0.537 2.009 -0.03
O 0.755 -1.154 2.068 0.07
O 2.494 -0.471 0.582 0.07
C 1.852 1.115 2.556 0.02
C 2.589 1.616 3.619 0.00
C 2.316 2.896 4.075 0.00
C 1.315 3.647 3.475 0.00
C 0.590 3.133 2.409 0.01
C 0.846 1.855 1.931 -0.02
P -0.053 1.167 0.472 0.35
C -1.790 1.243 1.017 -0.04
C -2.329 0.020 1.425 0.05
C -3.648 -0.072 1.842 0.02
C -4.449 1.061 1.865 0.00
C -3.917 2.284 1.488 0.00
C -2.597 2.377 1.070 0.00
C 0.465 2.378 -0.791 -0.01
C -0.222 3.517 -1.196 0.01
C 0.319 4.356 -2.161 0.00
C 1.549 4.070 -2.732 0.01
C 2.242 2.936 -2.333 0.00
C 1.705 2.095 -1.370 0.03
H 3.351 0.998 4.073 0.00
H 2.880 3.305 4.903 0.00
H 1.096 4.643 3.839 0.00
H -0.181 3.740 1.949 0.00
H -1.720 -0.877 1.443 -0.03
H -4.044 -1.032 2.149 0.00
H -5.483 0.991 2.178 0.00
H -4.532 3.175 1.511 0.00
H -2.219 3.347 0.794 0.00
H -1.197 3.750 -0.803 0.00
H -0.233 5.234 -2.473 0.00
H 1.964 4.726 -3.487 0.00
H 3.205 2.703 -2.771 0.00
H 2.263 1.220 -1.053 -0.02
N 3.905 -3.342 1.044 0.01
C 2.612 -3.539 0.765 0.01
N 1.784 -3.859 1.748 0.01
S 2.045 -3.398 -0.852 0.13
H 4.146 -3.043 1.979 0.00
H 4.440 -2.925 0.299 0.00
H 2.058 -3.683 2.703 0.00
H 0.787 -3.816 1.540 0.00
```

Calculated values
Energy, eV: -80755.4399
Total charge: 0
Expectation value of S²: 8.759
Energy above the lowest of the compared OMol25 structures with the same formula, charge and spin, kJ/mol: 76.5
Multiplicity: 6